No. 1
# C6H10O

One molecule with the formula C6H10O (wB97M-V/def2-TZVPD, OMol25).

The calculation puts the LUMO energy (alpha / beta) at 0.02 / -0.03 eV. The value obtained for the energy relative to the best compared isomer or geometry (same formula, charge and spin) is 3.586 eV. The charge is 0. The HOMO energy (alpha / beta) is -0.28085 / -0.30633 Eh. Its orbital gap (alpha / beta) is 7.66 / 8.30 eV.

```
17
C6H10O wB97M-V/def2-TZVPD
C 2.12513 0.03348 -0.27185
C 0.68330 -0.07459 0.11336
C 0.10895 -1.24473 0.61101
C -1.23874 -1.27395 0.91583
C -1.17393 0.40048 -1.09558
C -0.25468 1.04006 -0.11297
O -0.82744 1.57573 1.09284
H 2.69693 0.56010 0.50386
H 2.24052 0.60747 -1.19823
H 2.58084 -0.95226 -0.40905
H 0.67446 -2.17448 0.55586
H -1.74350 -0.39520 1.28425
H -1.76065 -2.22514 0.99256
H -1.07600 -0.63083 -1.38318
H -1.62472 1.04581 -1.85703
H 0.25892 1.87735 -0.61740
H -1.71461 1.88149 0.85368
```

No. 2
# C6H10O

One molecule with the formula C6H10O (wB97M-V/def2-TZVPD, OMol25).

The calculation puts the LUMO energy at 0.10 eV. The value obtained for the energy relative to the best compared isomer or geometry (same formula, charge and spin) is 4.436 eV. The charge is 0. The HOMO energy is -0.29950 Eh. Its orbital gap is 8.25 eV.

```
17
C6H10O wB97M-V/def2-TZVPD
C -0.65438 -1.87238 -0.91143
C -1.20402 -1.06078 0.20605
C -0.16141 -0.56634 1.16907
C 0.26844 0.82910 0.67527
O 0.62252 1.74537 1.66801
C 0.93880 0.95142 -0.66150
C -0.50214 1.37054 -0.48442
H -1.28125 -2.77172 -0.97889
H 0.41043 -2.15843 -0.88887
H -0.86567 -1.34856 -1.85726
H -1.31683 0.73290 -0.82492
H 0.72249 -1.22131 1.25956
H -0.60958 -0.41868 2.15790
H 1.51894 1.53746 1.96435
H 1.64677 1.76980 -0.75857
H 1.20537 0.05544 -1.21801
H -0.73847 2.42615 -0.51634
```